Density functional theory data (wB97M-V/def2-TZVPD) for a molecular structure, C4H58BO37 at a distorted geometry.

Summary:
F_max: 10.96 eV/Å
total charge: -1
total energy: -2996.196581 a.u.
LUMO: 1.5 eV
HOMO-LUMO gap: 0.334 Ha
energy above the lowest of the compared OMol25 structures with the same formula, charge and spin: 1.978 eV

Each line ends with the Mulliken charge.
CARTESIAN COORDINATES (ANGSTROEM)
O 3.580 -4.190 -0.979  -0.700
O 0.389 1.737 2.739  0.009
O -3.328 -2.981 0.934  -0.682
O 3.612 0.506 -1.060  -0.730
O 1.506 -1.369 2.893  -0.682
O -0.123 -0.394 4.736  -0.757
O -1.058 2.306 -4.608  -0.682
O 1.810 4.163 2.852  -0.624
O 0.847 4.164 0.094  -0.670
O 1.335 -0.220 -6.172  -0.653
O -1.413 -1.574 -5.298  -0.804
O 0.025 -3.535 -3.512  -0.751
O 3.128 0.694 2.645  -0.601
O -3.905 2.977 1.596  -0.695
O -1.246 2.798 4.724  -0.790
O 1.251 -1.049 -0.268  -1.651
O 0.727 1.028 0.730  0.894
O 2.153 -1.992 -1.980  -0.051
O -0.046 -3.500 1.822  -0.722
O -3.408 0.840 -0.043  -0.626
O -2.194 -2.610 3.531  -0.644
O -1.913 0.040 2.528  0.678
O 3.693 0.235 -4.067  -0.708
O 0.157 -0.439 -3.352  0.447
O -3.030 -0.681 5.270  -0.867
O 2.337 -2.543 -4.704  -0.629
O 3.030 2.828 0.321  -0.808
O -1.099 -3.432 -0.944  -0.775
O -2.846 0.232 -3.788  -0.606
O -0.968 -0.686 0.766  0.825
O -4.391 -0.744 2.397  -0.784
O 1.993 2.276 5.108  -0.757
O -3.587 1.828 4.332  -0.688
O -0.232 0.333 -1.365  0.682
O -1.319 3.018 -1.270  -0.721
O 0.975 2.593 -2.867  -0.727
O 5.073 -2.120 -2.114  -0.697
C -0.958 0.099 1.709  1.046
C 0.099 1.052 1.816  -0.261
C 0.390 -0.447 -2.171  0.824
C 1.339 -1.222 -1.501  0.600
B 0.168 -0.085 -0.006  -0.349
H -2.536 -1.224 4.661  0.327
H 0.123 -2.821 2.480  0.215
H 5.512 -1.558 -1.485  0.365
H 1.393 -0.887 -6.820  0.267
H 0.383 2.671 -2.083  0.172
H -3.987 -0.735 5.091  0.350
H 3.119 1.509 3.206  0.352
H -4.323 1.033 -0.240  0.227
H 0.789 -3.804 1.551  0.299
H -1.835 -1.084 -5.980  0.291
H 4.105 -3.441 -1.128  0.440
H -4.088 2.760 2.493  0.423
H -4.283 -3.056 0.697  0.299
H 3.765 -0.218 -0.459  0.400
H 1.757 -0.599 -5.415  0.146
H -0.696 -1.074 -4.968  0.505
H 3.205 2.974 -0.635  0.259
H -3.109 0.043 -0.558  0.074
H 2.077 -2.677 -3.791  0.097
H 4.103 -1.864 -2.036  0.253
H -1.457 1.582 -4.235  0.293
H 0.515 -0.889 4.166  0.544
H -3.645 -0.126 -4.046  0.293
H 3.306 1.157 -0.416  0.019
H 0.108 3.844 0.559  0.391
H -4.312 -1.412 1.778  0.423
H 1.171 3.698 2.427  0.174
H 0.725 -4.140 -3.119  0.280
H 1.796 -0.774 2.239  0.052
H 3.078 0.820 -4.536  0.310
H 3.588 0.992 1.899  0.234
H -3.634 2.113 1.321  0.228
H -0.604 -3.179 -0.210  0.223
H 1.733 2.769 4.353  0.280
H -3.670 0.985 4.746  0.161
H 1.294 1.639 5.227  0.356
H 0.343 2.455 -3.567  0.463
H -2.927 -2.759 0.084  0.230
H -0.941 2.721 3.770  0.216
H -3.081 -3.071 3.665  0.382
H -3.519 -0.394 2.527  -0.086
H -3.699 2.440 5.060  0.344
H -0.945 2.075 -5.502  0.276
H 3.439 3.615 0.617  0.317
H -0.911 -0.269 4.260  -0.027
H 1.573 3.590 0.336  0.087
H 2.388 -3.369 -5.178  0.285
H 2.270 -1.445 3.509  0.339
H -2.312 -0.305 -4.287  0.224
H -2.054 2.329 4.549  0.511
H 3.682 0.274 -3.068  0.332
H 2.718 -3.836 -1.198  0.287
H -0.658 -3.326 -1.788  0.403
H -2.203 3.252 -1.431  0.274
H -1.436 2.103 -0.930  0.131
H 2.114 4.591 2.054  0.422
H 0.490 -3.336 -4.342  0.344
H -2.346 -2.290 2.652  0.116